Below is a cluster of 5 separate species, C5H18N2O5 in total, with properties calculated with wB97M-V/def2-TZVPD.

* energy above the lowest of the compared OMol25 structures with the same formula, charge and spin: 5.2408 eV
* spin multiplicity: 1
* HOMO level: -9.36 eV
* gap between HOMO and LUMO: 9.9 eV

The geometry in XYZ format:
```
30
Properties=species:S:1:pos:R:3:forces:R:3
O -0.25096 -3.55574 -1.16510 0.0 0.2 4.5
H 3.47319 -2.03551 -0.98658 2.1 -0.6 0.9
O 2.64426 -1.83134 -1.33742 -2.0 1.4 -1.3
H 2.75408 -0.94268 -1.73518 -0.1 -0.8 0.3
C -0.81431 -0.05162 -0.20537 -0.5 -5.2 -1.8
H -2.96689 2.30294 -0.42332 0.5 -2.0 -0.7
H -2.45976 3.72893 -0.51390 -1.9 -1.3 0.9
C -0.70158 0.75482 0.98759 2.4 0.2 3.3
O 0.76251 -2.97219 1.95737 4.6 2.0 4.4
O -0.61624 1.03826 -2.34849 1.0 -1.3 1.5
H -1.07213 -3.10205 -1.14660 -1.1 0.6 -0.4
C 0.86486 0.54428 1.57796 0.9 0.5 -4.4
H 1.42554 -3.66508 2.09865 -0.6 0.3 -0.3
O -3.22844 3.15380 -0.16401 1.5 3.3 -0.3
C -0.01534 0.52775 -1.39436 -1.2 1.6 -1.2
N -2.17485 -0.43941 -0.67620 2.1 -0.9 -3.8
H 2.35094 3.62563 1.65286 0.5 1.7 -0.8
C 2.03504 2.69195 1.97641 -1.2 -4.6 -1.6
H -1.42642 0.35563 1.77589 0.8 1.1 -1.0
H 1.07541 0.67615 -1.38987 -0.1 -0.5 0.5
N 1.49307 1.85843 1.10799 0.5 1.4 2.7
H -2.89460 0.19194 -0.44447 -0.9 1.1 -0.3
H 2.35889 2.36636 2.96778 -0.5 0.1 0.2
H 1.03330 0.31544 2.59595 -0.4 0.0 1.3
H -0.00871 -3.76033 -2.00229 0.9 -0.8 -4.0
H -0.65928 1.84594 0.73901 -0.9 -0.8 0.7
H -0.55671 -1.19707 0.08293 1.0 2.8 -0.7
H -1.97285 -0.54445 -1.82392 -1.7 0.8 4.0
H 0.15742 -3.25194 1.39212 -4.0 -2.3 -4.2
H 1.45993 -0.30845 0.94640 -1.7 1.9 1.5
```
Forces are in eV/Å.



Below is a cluster of 17 separate species, C37H65Cl15N4O24 in total, with properties calculated with wB97M-V/def2-TZVPD.

* spin multiplicity: 1
* HOMO level: -10.43 eV
* gap between HOMO and LUMO: 10.5 eV

The geometry in XYZ format:
```
145
Properties=species:S:1:pos:R:3:forces:R:3
O 4.02636 -1.69861 -1.72211 0.0 1.4 1.3
O 4.19732 0.15185 -2.80985 0.2 0.9 0.5
Cl 4.96269 -0.96730 4.73065 -0.5 1.1 0.6
H 6.30161 9.91136 0.44967 0.0 -0.5 -0.8
H -0.82895 -4.15300 -0.74757 0.1 0.6 0.2
C -5.74540 3.59013 -3.01347 1.0 2.7 -0.4
H 0.21862 -0.39295 -1.58155 0.2 -0.4 0.2
O 5.98872 7.86735 -0.09944 0.2 -0.5 0.5
O 4.89631 -1.82786 -3.81662 -1.0 2.5 2.9
H -8.34965 2.97292 -2.03842 -0.2 0.0 0.0
Cl 2.34419 0.30745 4.66991 0.2 0.1 0.0
O 3.92660 -7.43747 -2.07069 0.0 0.6 0.1
N 2.79442 2.25835 0.84680 1.5 -2.6 0.2
H 6.25830 3.86397 -0.07414 0.1 0.1 0.1
O -4.51522 3.04554 -2.76536 -1.2 -0.4 -0.3
H -1.99997 -0.52631 4.90062 0.1 0.3 0.1
C 4.44718 -1.16366 -2.84429 1.2 -2.2 -3.8
C 4.00322 0.50141 5.24262 0.8 -0.1 -0.6
O -5.99325 4.77301 -3.28419 0.5 -2.8 0.6
O -1.40053 -1.82137 6.36470 3.2 1.0 0.5
H -5.07647 -3.81094 -9.25085 0.1 -0.3 1.1
C 5.32467 -7.53888 -2.30883 1.0 -0.1 0.5
O 4.13572 -5.87415 -0.37223 -1.0 -1.0 -1.4
C -2.31239 6.52494 4.85667 -1.5 -1.2 0.1
C -1.51029 -0.49780 5.87401 -1.2 0.6 0.1
O -4.21519 -2.51242 -1.37934 1.0 0.8 -0.1
H 1.13006 -5.40415 -0.76947 -0.5 0.0 0.1
C -3.21798 -2.50797 -7.10253 0.9 2.3 2.8
O -3.93177 -1.55266 -6.83126 1.0 -1.4 -0.2
H 5.43773 4.00832 -1.63022 0.1 0.2 0.0
H 1.89844 1.83915 -5.17702 -0.1 -0.2 0.2
C 6.11099 8.93425 0.89354 -0.4 -0.2 0.9
C -1.66580 -2.12699 -5.22088 -0.8 -0.1 -0.3
C -8.00452 2.68403 -3.03115 0.3 1.3 0.7
C 4.06936 -3.07343 -1.45877 -1.4 -1.8 -0.4
H 0.41767 -6.88567 0.03616 0.3 0.0 -0.3
Cl 3.35594 -4.11965 4.00497 0.7 -0.5 -0.6
Cl -0.62470 3.26005 -0.11512 0.0 -0.1 0.4
C -1.40990 4.38855 4.15691 -0.1 -0.7 0.9
H -2.29033 6.35483 5.93309 0.3 -0.5 -0.1
H -0.55265 0.02230 5.85123 0.3 -0.8 -0.2
H -1.90002 -3.37881 0.54468 0.7 0.1 0.1
Cl 5.68136 -5.72630 3.00402 -0.9 1.1 -0.3
H 3.59594 -0.62116 0.20030 0.5 -0.7 0.6
H 3.24766 -3.32690 -0.78894 -0.3 0.6 0.0
Cl -1.29336 6.05694 -0.44225 1.1 -0.6 0.2
H 3.82332 -3.58436 -2.38965 0.6 -0.3 0.0
O -2.18984 3.71617 4.79825 0.4 0.6 -0.5
C -4.02202 -1.73672 2.41596 -1.0 0.6 0.2
C 0.03931 4.86453 -0.06163 0.5 1.1 -1.3
H -3.35591 -5.16654 6.19983 -0.4 0.4 0.0
H -8.30618 3.47170 -3.72156 0.3 0.0 -0.1
C 5.48807 4.41046 -0.61836 -0.6 -2.1 0.7
O -1.90911 -3.81449 6.78189 1.5 -2.7 1.8
O -2.89502 -0.84820 -2.33000 1.4 -1.8 1.7
H -3.25646 4.51658 -3.41555 0.1 0.3 0.3
H -4.35062 0.66855 -2.19899 0.7 0.2 0.0
Cl -6.06719 2.77088 0.68134 -0.1 0.1 -0.4
C 1.02852 1.32483 -4.76860 -0.9 0.5 -0.2
H 5.50538 -8.00631 -3.27678 -0.5 0.2 0.0
H 5.98752 0.67560 -3.58928 0.1 0.2 -0.3
H 0.51488 5.18200 0.86635 -0.5 -0.5 0.1
H -1.16875 -2.84956 3.27870 0.0 0.4 -0.4
H 0.45566 2.38709 2.42380 0.0 -0.3 0.2
H 4.17402 -0.22734 1.97582 0.0 -0.9 -0.2
O 5.75836 5.74523 -0.72516 0.7 3.7 -0.4
C 5.81301 6.58562 0.32940 -0.4 -1.2 3.1
H -4.02994 3.86704 0.83251 -0.2 0.3 -0.2
C -5.47513 -1.67003 2.71531 -1.6 0.5 0.5
H -3.26513 6.17800 4.45664 -0.5 0.5 0.5
H -1.13878 1.95987 3.15171 0.1 0.0 0.0
H 5.14128 0.25398 0.54775 0.1 -0.5 0.0
H -2.42820 -5.75912 7.46840 0.9 0.6 0.3
H -3.80716 -2.73612 2.03763 0.3 0.3 -0.1
H 5.78029 -8.17862 -1.55303 -0.1 -0.1 0.1
N 1.35089 -3.00813 1.34309 0.1 -0.2 -0.2
O 5.70295 6.20261 1.51898 0.4 1.5 -3.5
H -4.75586 -0.70862 -3.13624 -0.1 -0.2 -0.1
C 4.38306 -4.54340 2.57603 -0.1 0.5 0.1
Cl 4.98297 -2.99550 1.83995 0.1 -1.1 0.6
Cl -0.16243 1.09562 -6.04397 0.1 -0.1 -0.8
C 1.30878 -6.28886 -0.15838 0.8 1.4 0.7
Cl 0.22552 2.30388 -3.56201 0.2 0.8 0.6
O -6.55354 2.57872 -2.89746 -1.9 -1.6 -0.5
C 0.70962 -0.07761 -0.66092 0.2 0.6 -0.4
H 0.31155 2.15622 4.21563 0.0 -0.4 -0.2
H -4.78499 -2.08947 -9.21414 0.5 0.1 0.6
C 3.40616 1.25573 0.88656 -1.7 3.2 -0.3
H -1.82644 -1.06413 -5.40153 -0.8 -0.2 0.3
O -0.37219 3.88046 3.44778 -0.8 2.0 -0.2
O -1.95303 -2.51818 -1.30429 1.1 0.7 -0.6
H -2.23453 7.60686 4.74953 0.7 -0.3 -0.8
C -2.86620 -4.82664 7.11239 -0.9 -0.8 -0.9
H 5.20536 9.05290 1.48840 -0.3 -0.4 -0.3
H -3.82985 -0.91917 1.72113 0.2 -0.4 -0.5
C -5.06659 4.19032 0.92717 0.1 0.6 0.3
H -2.51878 3.25066 -2.38723 -0.2 -0.3 -0.4
H 4.53401 4.20649 -0.13228 -0.1 0.1 0.1
Cl 1.43659 4.96308 -1.27963 -1.2 0.2 0.7
C 4.96500 1.04664 -3.65916 0.8 -1.3 -0.7
C -3.13736 -2.00576 -1.60869 -1.3 0.5 -1.0
C -1.77094 -3.66395 -0.49941 -1.3 -0.7 0.4
C -2.33272 -2.69657 6.32389 -4.9 1.0 -1.8
H 1.16192 0.89156 -0.87127 -0.3 0.3 0.1
O -2.10632 -2.92671 -6.35799 -0.5 0.6 -1.0
H -8.50326 1.75701 -3.31400 0.9 -0.2 0.0
Cl -5.41269 5.57466 -0.16317 0.1 -0.9 0.1
H -3.56285 0.32144 -3.83179 0.2 0.4 0.4
C -4.29178 -3.05995 -9.15922 0.4 -0.2 -1.2
O -3.28715 -3.27019 -8.13739 -0.9 -1.3 -1.4
C -0.27862 0.01296 0.40027 -0.1 -0.3 0.9
H -3.54960 4.37132 -1.59441 0.1 0.6 -0.4
H -3.61320 -4.51131 7.84084 0.2 0.4 -0.2
H -2.08120 0.09188 6.59125 -0.4 -0.1 -0.2
C -3.91462 -0.06630 -2.87576 -2.0 -0.7 -0.6
O -3.48519 -2.51886 5.90105 1.8 0.1 0.5
C 0.71541 -3.01896 2.29782 -0.6 0.6 0.5
H 6.88682 8.80251 1.64775 0.3 -0.7 -0.4
H -3.43530 -1.45038 3.28881 -0.2 -0.5 0.2
C 3.47725 -6.66914 -1.05529 3.3 0.7 1.0
H 3.99041 0.60472 6.32763 0.1 -0.3 -0.3
Cl 1.42793 -0.18292 -4.04624 0.6 -1.0 0.0
H -2.16331 -2.58978 -4.36859 -0.1 0.8 0.2
H 1.76913 -5.94124 0.76646 -0.4 0.1 0.3
H 4.64154 0.99540 -4.69880 -0.1 -0.4 0.0
C -3.40118 3.86938 -2.55051 0.2 0.5 0.3
C -0.18781 2.47166 3.29953 -0.3 0.4 0.5
H 0.18118 -2.03828 4.09853 0.1 -0.4 0.2
H -0.59398 -2.14588 -5.02356 0.1 -0.9 -0.7
H 4.97584 2.10969 -3.41857 -0.7 -0.4 1.0
Cl -5.29074 4.78206 2.57647 0.1 -0.1 0.3
H -3.72655 -3.25076 -10.07147 0.1 0.5 -0.1
H 3.73769 -4.97269 1.80968 0.3 -0.1 0.2
Cl 4.76010 2.00723 4.58100 -0.5 -0.9 0.3
O -1.39075 5.73787 4.10009 1.7 -0.1 -0.4
C 4.14560 -0.00245 0.90965 -0.4 1.7 0.0
N -1.01586 0.01948 1.28971 0.3 0.0 -0.6
O 2.27773 -7.03502 -0.83758 -2.4 -2.0 -0.9
H -0.07108 -3.88883 4.01250 0.5 0.3 0.6
C -0.10821 -2.91646 3.52135 -0.1 -0.6 -0.8
H 1.57276 -0.67311 -0.36343 -0.5 -0.6 -0.1
H 4.89539 -3.49938 -0.88928 0.7 0.7 -0.8
H 5.87805 -6.60151 -2.25216 -0.5 0.3 -0.1
N -6.61416 -1.52564 2.92702 2.3 -0.4 -0.5
H -2.54332 -4.42033 -0.63881 -0.3 0.1 -0.5
```
Forces are in eV/Å.



Below is a cluster of 2 separate species, C3H8O2 in total, with properties calculated with wB97M-V/def2-TZVPD.

* energy above the lowest of the compared OMol25 structures with the same formula, charge and spin: 4.5896 eV
* spin multiplicity: 1
* HOMO level (spin up / spin down): -8.97 / -8.97 eV
* gap between HOMO and LUMO (spin up / spin down): 8.7 / 8.7 eV

The geometry in XYZ format:
```
13
Properties=species:S:1:pos:R:3:forces:R:3
O 0.47096 0.45495 0.99741 -0.1 0.0 0.0
H -0.12805 -1.61435 0.69641 -0.1 0.1 -0.1
H 2.46896 0.17021 0.64412 -0.1 0.1 -0.1
H 1.98266 1.86485 0.86312 -0.1 -0.1 -0.1
H 1.58643 1.02474 -0.66059 0.0 0.0 0.2
C 1.68582 0.90356 0.42632 0.3 0.0 -0.1
H -2.19534 -1.00963 -1.40332 0.1 0.1 0.1
C -0.40522 -1.06784 -0.19791 0.0 -0.1 0.1
H -0.29278 0.90247 0.48283 0.0 -0.1 -0.1
H -2.45957 -0.69774 0.33838 0.1 0.1 -0.1
O -1.26239 0.71758 -0.66820 -0.1 0.3 0.0
C -1.75060 -0.56559 -0.49602 0.1 -0.3 0.0
H 0.29911 -1.08322 -1.02255 -0.1 0.1 0.1
```
Forces are in eV/Å.



What is the spin multiplicity in the second record? 1